20
Properties=species:S:1:pos:R:3 method="wB97M-V/def2-TZVPD" relative_energy_kcal_mol=34.7 gap_ev=11.88 total_charge=+1 mol_weight_g_mol=100.1 homo_ev=-14.78 e_lumo_ev=-2.9 total_energy_ha=-364.80840
C 0.7339 1.9303 0.0506
N 0.0765 0.5029 -0.3701
C -1.2156 0.4048 0.3465
H 1.1690 2.3146 -0.8593
H 1.2446 1.7435 0.9840
H -0.2054 2.4946 0.0625
H 0.0991 0.7774 -1.3518
H 0.7011 -0.2594 -0.1241
H -1.9635 0.9428 -0.2132
H -1.5197 -0.6411 0.3536
H -1.1364 0.7446 1.3746
H -1.2951 -0.2565 -3.5465
H 0.0557 -0.3581 -4.2180
O -0.3646 -0.0023 -3.4290
H 3.3334 -0.8613 -0.0128
H 2.6437 -1.7933 1.0919
O 2.5141 -1.2517 0.3052
H -2.2979 -1.5642 3.8435
H -0.9620 -1.3716 3.3763
O -1.8557 -1.1968 3.0822

---

20
Properties=species:S:1:pos:R:3 method="wB97M-V/def2-TZVPD" relative_energy_kcal_mol=20.3 gap_ev=12.21 total_charge=+1 mol_weight_g_mol=100.1 homo_ev=-14.99 e_lumo_ev=-2.8 total_energy_ha=-364.83125
C 0.4970 -0.2139 1.3532
N -0.3650 0.0518 0.1049
C -1.4492 -0.9323 -0.1019
H 0.0067 0.4439 2.0651
H 0.3920 -1.2602 1.5858
H 1.5318 0.0638 1.2176
H 0.3253 0.3010 -0.6122
H -0.8512 0.9474 0.3564
H -1.0682 -1.7445 -0.7154
H -2.2844 -0.5146 -0.6543
H -1.7303 -1.2450 0.8984
H 1.0759 -3.0415 -1.8693
H 1.6036 -2.7987 -0.3331
O 1.3211 -2.4357 -1.1700
H 2.3068 1.7550 -1.7402
H 2.7727 1.4034 -0.3366
O 2.0307 1.2913 -0.9403
H -1.6059 3.2463 0.5114
H -2.7130 2.3702 0.0377
O -1.7964 2.3123 0.3428